Computed, not measured: a 15-piece molecular cluster, C36H109N23O15 overall in a non-equilibrium geometry, with ωB97M-V/def2-TZVPD.

Geometry as ORCA input:
```
! wB97M-V def2-TZVPD RIJCOSX def2/J DEFGRID3
* xyz 0 1
H 4.276 -0.433 1.456
C -1.010 1.199 -5.047
H 0.985 -3.103 -3.896
N 0.174 -0.703 0.165
H 3.142 -0.163 2.742
N -2.796 2.540 2.468
N 2.927 -5.342 2.377
C 3.019 5.985 1.238
H 1.919 3.028 5.786
C -3.522 -0.856 1.144
N 2.786 -5.131 -2.677
H -3.129 -2.735 -5.287
N 5.831 -2.258 -1.731
C -0.982 0.951 -3.517
H -0.319 0.973 1.602
C -3.111 3.319 1.318
N 2.873 -6.926 -3.792
H 4.712 -4.003 0.849
O 4.108 2.505 -4.147
H -1.932 3.166 -1.483
H -4.150 0.768 -4.924
H -6.056 -2.074 1.178
H 0.870 0.259 3.445
C 6.426 3.438 0.806
C -3.618 -2.336 1.627
C -1.181 3.894 -1.174
H -4.691 -2.446 -2.985
H 3.813 -6.558 -3.791
H -2.187 0.064 5.409
C 2.182 -1.660 -4.617
H -1.904 3.765 -5.279
H -6.307 -2.124 -3.719
H 3.974 6.488 1.087
H -0.609 -2.107 3.566
C 0.800 0.170 4.529
O -1.222 4.578 4.389
H 2.921 0.029 -5.286
H -0.249 -3.532 -2.157
H -3.930 0.110 -3.234
H -4.354 -1.192 -0.755
H -4.711 -4.104 7.091
H -5.097 -3.354 -4.307
H 0.683 -2.629 4.696
C -4.502 3.873 1.427
N 0.505 1.211 1.068
H -0.734 4.397 -6.586
O -4.415 -3.216 0.761
O -2.174 -5.063 5.533
O 5.560 -0.714 -0.061
H -0.924 3.848 1.418
H -4.713 4.506 2.289
H -2.395 3.260 3.052
N 5.543 -1.945 2.358
H 0.193 2.177 -6.751
H -1.819 0.371 -3.127
H 6.175 -2.690 2.613
C 2.569 -4.445 1.286
O 1.694 0.594 -0.707
H 0.853 2.156 0.999
H -0.621 -0.720 0.788
N 1.009 -2.198 -4.344
C 3.869 -4.574 0.459
C 0.098 2.132 -5.666
H -6.419 0.096 -5.798
H 1.723 -0.278 4.897
H -2.634 -2.761 1.823
H -1.961 5.176 1.771
H 0.353 -1.468 -0.470
H 0.348 -5.022 1.055
N -0.942 -0.073 -5.707
H -0.915 1.895 -2.976
H -0.317 3.340 -0.809
O 5.286 4.162 0.515
C -3.414 -0.796 -0.372
H 3.736 -3.992 -0.453
H -0.606 -4.973 -1.132
N 3.989 -0.601 2.409
H -3.378 0.237 -0.717
C -1.367 4.749 5.568
H 3.750 -4.982 -2.941
C -4.519 0.094 -4.151
C -3.169 -4.475 5.871
H -4.748 -1.472 -5.822
N -3.613 -3.407 5.227
C 0.855 0.369 0.117
H 1.096 1.832 -5.345
H -3.953 -2.497 2.652
C 4.163 3.670 1.146
H 0.211 -1.625 -4.576
C 2.037 -6.085 -3.252
H -3.700 -5.436 7.514
H 2.244 2.502 -1.632
H 6.125 2.416 1.037
H 2.356 -4.500 -2.016
H 5.492 -2.597 -2.621
O -1.706 4.829 -0.244
H -0.313 -0.602 6.150
H 6.944 3.663 1.738
H -7.594 0.930 -4.771
H -2.855 -2.257 -3.889
C -5.771 -3.114 1.018
H -4.475 -0.441 1.473
H -2.428 0.804 1.649
H -1.205 4.094 7.437
O 3.233 -2.159 -4.227
N -3.091 -1.859 -4.787
H 1.647 3.988 2.005
H 1.749 2.809 3.995
H 1.023 4.476 0.632
C 3.793 2.719 -2.996
H 4.301 3.667 2.227
H -0.997 -2.652 5.225
H 4.040 2.649 0.784
H -1.995 1.615 -5.257
H -0.897 4.322 -2.135
H -3.055 -2.986 4.498
H -0.135 0.379 -3.139
H -0.884 -3.305 -0.617
H -2.346 -0.505 2.606
H 2.688 1.641 5.009
H -0.689 2.986 6.120
H -1.627 -0.707 -5.321
C -0.378 -0.696 5.067
C 4.754 -1.295 3.150
H 7.030 3.358 -0.098
C -1.848 4.328 1.095
N -2.349 -0.203 1.642
N -1.723 5.736 6.189
C 1.303 -4.882 0.548
H -1.311 0.143 -6.622
N 2.057 -0.491 -5.226
N 4.059 -1.040 -1.738
N -3.980 -4.750 6.828
H 5.464 3.683 -2.546
H 2.826 6.035 2.310
H -2.554 -1.314 -0.796
C -6.530 0.779 -4.956
N -1.628 -0.065 4.578
H -1.279 0.847 4.321
H 5.455 -1.651 1.395
H -5.261 3.092 1.381
C -0.277 -2.120 4.604
N 4.626 3.257 -2.178
N 2.542 2.750 -2.565
H -3.156 2.618 0.484
H 2.830 4.675 -0.462
H 1.196 -0.033 -5.489
C -0.944 4.216 -5.532
C 5.178 -1.261 -1.108
O 0.843 -6.177 -3.052
H -3.640 2.327 2.981
H -2.175 6.537 5.772
H -6.155 1.722 -5.353
C 2.992 4.568 0.610
C -5.258 -2.352 -3.910
O 4.829 -1.354 4.339
C -4.473 -1.356 -4.773
O -5.851 0.503 -3.811
H 3.411 -6.097 1.914
H -5.981 -3.829 1.814
H -4.680 4.521 0.569
H 1.441 -5.879 0.129
C 1.835 2.317 4.964
H -6.322 -3.430 0.133
H -1.627 5.671 7.193
H 2.569 -7.828 -4.132
H 1.821 2.789 -3.270
H -4.320 -2.805 5.625
H 3.726 -4.908 2.818
H 6.539 -2.593 -1.094
H 3.878 -1.516 -2.610
H -0.919 5.230 -5.132
H 2.310 6.589 0.673
H 4.276 3.433 -1.247
N -1.086 3.848 6.465
O 0.062 3.437 -5.014
O 1.061 -3.894 -0.449
H 2.474 -3.421 1.649
O 0.639 1.524 5.091
C -0.201 -3.961 -1.156
H 4.179 -5.597 0.248
N 1.768 3.905 1.005
H 3.341 -0.541 -1.232
*
```

Results
LUMO level   0.14 eV
F_max   11.40 eV Å⁻¹
Energy   -104083.3373 eV
Energy relative to the best compared isomer or geometry (same formula, charge and spin)   181.2 kcal/mol
HOMO energy   -8.5991 eV

Atom charges from the Mulliken analysis, given in e for atoms 1 to 4:
1 H 0.12
2 C 1.02
3 H -0.05
4 N 1.89